DFT (ωB97M-V/def2-TZVPD) results for a molecular structure, C60H36Cl4N7S2Tl.

Each line ends with the Mulliken charge.
Geometry (Å):
1 C -1.023 -2.597 5.981  -1.178
2 H 2.541 6.256 1.215  0.423
3 H 1.599 -4.085 3.577  0.511
4 N -1.165 -1.962 0.298  -0.512
5 H 3.277 5.099 3.276  0.389
6 C -1.066 -2.338 1.590  0.408
7 H -3.603 -1.965 -4.243  0.583
8 Cl -8.471 -4.076 -2.488  -0.221
9 S -4.436 1.451 1.612  -0.251
10 C 0.454 4.358 -1.706  -1.328
11 C 1.425 0.684 -3.163  0.313
12 C 1.517 4.518 0.440  0.933
13 Tl -0.064 -0.175 -0.536  2.694
14 H -1.588 2.207 -4.746  0.515
15 N 1.680 0.008 -1.989  -0.499
16 C -4.233 -2.718 -1.749  -0.565
17 C 5.525 -1.679 0.095  -0.203
18 C -0.944 -2.154 4.670  -0.128
19 C 0.321 0.473 -3.986  1.379
20 C 6.023 0.410 -0.918  -0.242
21 H -7.341 -1.473 -2.329  0.415
22 C 2.276 5.223 1.403  -0.829
23 N 1.547 -1.145 0.685  -0.454
24 C 2.478 -1.469 2.754  -1.420
25 C -2.613 1.393 5.693  -0.638
26 Cl 9.492 -1.463 -0.280  -0.220
27 C -0.139 -3.568 6.420  0.232
28 H 2.510 2.794 3.748  0.469
29 H -1.886 -0.455 -5.631  0.643
30 H 4.818 -2.434 0.410  0.533
31 C -5.844 -4.496 -2.016  -0.927
32 H -0.095 1.233 2.035  -0.822
33 H -4.066 -3.486 0.820  0.579
34 H 4.352 1.923 -2.359  0.386
35 C 5.053 -0.458 -0.406  0.219
36 C -2.183 -1.603 -2.548  0.136
37 H -1.766 -2.193 6.655  0.477
38 N 0.521 2.428 -0.280  1.002
39 H 0.138 4.765 -2.656  0.578
40 C -3.084 -3.050 0.896  -1.462
41 C 1.248 1.123 -6.231  -0.046
42 H 7.198 -2.941 0.552  0.416
43 C 3.450 1.356 -2.470  -1.152
44 H 1.479 -4.877 5.919  0.432
45 C 2.862 -0.790 0.630  -0.120
46 Cl -0.227 -4.128 8.063  -0.227
47 H 1.158 0.975 3.121  0.205
48 H 2.060 0.425 -6.076  0.528
49 H 2.568 2.287 -4.235  0.691
50 H -2.111 1.382 6.652  0.463
51 C 0.187 3.009 -1.405  -0.305
52 C 2.666 4.584 2.546  -0.880
53 C 2.240 3.270 2.812  -0.532
54 C -5.248 -1.786 -1.952  0.044
55 N -0.996 -0.948 -2.480  -0.251
56 C 0.010 -2.663 3.793  0.089
57 N -1.920 1.046 2.070  -0.299
58 Cl 0.096 3.728 -9.024  -0.215
59 H -0.333 2.397 -2.134  0.497
60 C 7.374 0.111 -0.878  -1.103
61 S -2.443 1.057 -0.582  -0.260
62 C 1.131 5.103 -0.788  -0.977
63 H -4.552 1.720 6.559  0.376
64 C -2.273 -3.030 1.979  -1.520
65 C -0.803 2.117 -5.488  -0.229
66 H 1.961 1.775 -8.152  0.422
67 H 8.097 0.815 -1.268  0.419
68 H -5.008 -0.730 -1.914  0.490
69 C 1.138 3.178 0.674  -0.328
70 C 0.256 1.240 -5.260  -0.264
71 C -0.770 -0.369 -3.688  0.265
72 C -1.829 -0.727 -4.590  -1.291
73 C 0.084 -2.166 2.389  1.323
74 N 0.912 1.325 2.206  1.608
75 C 2.520 1.568 -3.434  -1.486
76 C -3.995 1.586 5.642  -0.607
77 C 0.148 2.758 -7.584  0.310
78 C 2.930 0.354 -1.571  0.208
79 C -2.699 -1.499 -3.886  -1.584
80 C 1.433 2.583 1.934  0.168
81 H -3.759 -4.804 -1.638  0.482
82 H -2.471 -3.450 2.952  0.589
83 H -1.633 -1.396 4.322  0.843
84 H -1.681 3.564 -6.814  0.420
85 C -2.779 1.158 1.098  0.081
86 H -5.726 1.776 4.379  0.409
87 C -3.913 1.440 3.266  0.577
88 H 4.448 -0.715 2.227  0.756
89 C 3.574 -0.255 -0.451  1.565
90 H -6.086 -5.549 -2.046  0.416
91 C 0.808 -4.106 5.565  -0.958
92 C -2.848 -2.236 -1.474  1.645
93 C 3.443 -0.984 1.949  -1.248
94 C -4.657 1.617 4.426  -0.572
95 C -2.529 1.222 3.305  -0.532
96 C 0.875 -3.653 4.257  -0.300
97 C 1.284 -1.614 1.949  -0.051
98 C -6.552 -2.196 -2.179  -0.984
99 H 5.752 1.360 -1.341  0.409
100 C -1.876 1.216 4.536  -0.195
101 C -4.543 -4.072 -1.785  0.045
102 H 2.556 -1.684 3.807  0.694
103 C -2.379 -2.386 -0.176  0.225
104 C 7.800 -1.086 -0.332  0.344
105 H -0.802 1.081 4.575  0.335
106 C -0.861 2.880 -6.643  -1.024
107 C 6.873 -1.991 0.150  -0.973
108 H 1.381 6.140 -0.979  0.405
109 C -6.838 -3.552 -2.208  0.374
110 C 1.197 1.875 -7.394  -0.976

Output
Lowest unoccupied orbital energy: -1.5 eV
HOMO energy: -6.97 eV
Gap between HOMO and LUMO: 0.201 Ha